# 1
Density functional theory data (ωB97M-V/def2-TZVPD) for C40H42N5O3STl as an isolated structure.

Geometry (Å):
Tl  0.945  0.845  0.888
C  -0.614  5.569  -0.662
O  -1.007  4.504  -1.506
C  0.005  3.724  -2.032
C  -0.138  3.357  -3.350
C  0.777  2.498  -3.971
C  1.847  2.033  -3.235
C  2.019  2.396  -1.894
C  3.132  1.836  -1.099
N  3.842  0.858  -1.497
N  4.851  0.417  -0.647
C  4.460  -0.296  0.363
O  3.265  -0.576  0.750
C  5.577  -0.869  1.197
C  6.829  -1.146  0.657
C  7.843  -1.663  1.453
C  7.620  -1.907  2.804
C  6.369  -1.641  3.346
C  5.353  -1.133  2.545
C  1.073  3.226  -1.215
O  1.119  3.448  0.055
H  -1.533  5.981  -0.243
H  -0.112  6.352  -1.248
H  0.057  5.227  0.124
H  -1.004  3.735  -3.886
H  0.628  2.183  -4.997
H  2.570  1.351  -3.671
H  3.317  2.298  -0.126
H  6.988  -0.940  -0.394
H  8.813  -1.880  1.017
H  8.413  -2.307  3.426
H  6.182  -1.828  4.398
H  4.367  -0.937  2.950
N  1.909  -2.641  1.760
C  0.932  -2.290  2.619
N  0.911  -1.182  3.287
C  -0.240  -1.083  4.046
C  -0.599  0.023  4.814
C  -1.803  0.010  5.503
C  -2.658  -1.091  5.440
C  -2.318  -2.197  4.671
C  -1.116  -2.180  3.980
S  -0.456  -3.367  2.895
H  2.506  -1.867  1.425
H  1.678  -3.344  1.080
H  0.064  0.879  4.839
H  -2.090  0.875  6.088
H  -3.599  -1.079  5.975
H  -2.987  -3.047  4.601
C  -1.941  -2.224  -5.030
C  -0.961  -1.897  -3.929
C  0.379  -2.211  -4.073
C  1.270  -1.874  -3.038
C  2.735  -2.219  -3.155
C  0.806  -1.241  -1.911
C  -0.570  -0.883  -1.710
C  -1.431  -1.262  -2.779
N  -0.899  -0.266  -0.552
C  -2.277  0.048  -0.226
C  -2.932  1.063  -1.195
C  -4.359  1.412  -0.748
C  -4.319  2.069  0.636
C  -3.692  1.091  1.634
C  -4.553  -0.172  1.717
C  -4.597  -0.839  0.340
C  -5.205  0.133  -0.680
C  -3.171  -1.207  -0.093
C  -2.282  0.725  1.156
H  -1.453  -2.774  -5.838
H  -2.373  -1.314  -5.455
H  -2.769  -2.833  -4.656
H  0.741  -2.692  -4.977
H  3.063  -2.165  -4.197
H  2.924  -3.239  -2.803
H  3.347  -1.536  -2.563
H  1.525  -0.986  -1.137
H  -2.488  -1.042  -2.744
H  -2.955  0.668  -2.211
H  -2.302  1.959  -1.222
H  -4.807  2.107  -1.466
H  -5.331  2.346  0.958
H  -3.720  2.984  0.588
H  -3.626  1.554  2.623
H  -5.567  0.085  2.050
H  -4.126  -0.861  2.452
H  -5.210  -1.746  0.392
H  -6.237  0.380  -0.396
H  -5.240  -0.340  -1.669
H  -3.202  -1.753  -1.035
H  -2.703  -1.870  0.645
H  -1.803  0.051  1.875
H  -1.681  1.639  1.097

Atoms 1-2, force components in eV/Å:
Tl 0.0 0.2 0.0
C 0.1 0.1 -0.1

## Properties
Spin multiplicity = 1
E_HOMO = -1.07 eV
Frontier orbital gap = 5.090 eV
ΔE to the lowest compared entry with this formula, charge and spin = 1.7 kcal/mol
Maximum force = 0.0158 hartree/bohr
Charge = -2
Total energy = -71286.3232 eV

Mulliken atomic charge list, values in e, 2 entries:
1. Tl 1.01
2. C -0.83

# 2
Density functional theory data (ωB97M-V/def2-TZVPD) for C40H43Cl4N3O3 as an isolated structure.

Geometry (Å):
Cl  1.288  -5.608  -5.944
C  0.461  -4.223  -5.392
C  0.811  -3.646  -4.167
Cl  2.080  -4.318  -3.233
C  0.150  -2.503  -3.679
O  0.254  -2.139  -2.440
C  -0.790  -1.788  -4.573
O  -1.103  -0.597  -4.363
C  -1.241  -2.514  -5.740
Cl  -2.445  -1.748  -6.664
C  -0.597  -3.668  -6.169
Cl  -1.043  -4.400  -7.652
C  -5.838  2.615  -3.270
O  -5.773  1.762  -2.101
C  -4.565  1.236  -1.754
C  -3.420  1.352  -2.569
C  -2.179  1.069  -2.042
C  -2.030  0.498  -0.759
C  -0.696  0.256  -0.243
N  -0.420  0.383  1.113
C  -1.216  0.916  2.177
C  -1.345  0.151  3.345
C  -0.613  -1.168  3.591
C  -1.564  -2.351  3.441
C  0.110  -1.181  4.938
C  -2.255  0.586  4.308
C  -2.932  1.792  4.159
C  -2.672  2.615  3.067
C  -1.759  2.217  2.089
C  -1.260  3.245  1.072
C  -0.251  4.185  1.741
C  -2.414  4.005  0.419
N  0.847  0.025  1.385
N  1.423  -0.217  0.198
C  2.828  -0.568  0.209
C  3.210  -1.854  0.633
C  2.164  -2.878  1.078
C  2.659  -3.868  2.134
C  1.627  -3.634  -0.115
C  4.564  -2.194  0.595
C  5.534  -1.231  0.310
C  5.144  0.086  0.073
C  3.794  0.440  0.058
C  3.412  1.920  -0.063
C  3.745  2.492  -1.439
C  4.041  2.764  1.048
C  0.487  -0.109  -0.830
C  0.814  -0.433  -2.181
C  -3.216  0.241  -0.002
C  -4.455  0.618  -0.473
H  -6.900  2.821  -3.405
H  -5.295  3.555  -3.102
H  -5.446  2.123  -4.169
H  -3.501  1.742  -3.588
H  -1.291  1.296  -2.625
H  0.171  -1.255  2.834
H  -2.069  -2.311  2.467
H  -1.020  -3.302  3.510
H  -2.329  -2.319  4.231
H  0.813  -0.342  4.990
H  -0.603  -1.101  5.768
H  0.679  -2.113  5.048
H  -2.416  -0.042  5.185
H  -3.647  2.109  4.921
H  -3.143  3.596  2.987
H  -0.733  2.698  0.281
H  0.590  3.604  2.144
H  0.148  4.909  1.020
H  -0.715  4.734  2.573
H  -3.170  3.302  0.050
H  -2.889  4.694  1.131
H  -2.048  4.592  -0.435
H  1.338  -2.299  1.514
H  3.115  -3.354  2.987
H  1.808  -4.456  2.504
H  3.390  -4.570  1.712
H  1.158  -2.953  -0.832
H  2.438  -4.150  -0.642
H  0.890  -4.389  0.181
H  4.861  -3.222  0.805
H  6.593  -1.501  0.296
H  5.894  0.865  -0.084
H  2.323  1.951  0.061
H  3.221  1.929  -2.221
H  3.424  3.540  -1.494
H  4.825  2.445  -1.634
H  3.761  2.370  2.032
H  5.137  2.766  0.972
H  3.688  3.801  0.983
H  1.870  -0.600  -2.403
H  0.202  -0.021  -2.971
H  -3.123  -0.261  0.965
H  -5.353  0.485  0.130

Atoms 1-2, force components in eV/Å:
Cl 0.3 -0.6 -0.3
C -0.7 0.7 0.0

## Properties
Spin multiplicity = 1
E_HOMO = -5.89 eV
Frontier orbital gap = 4.931 eV
Maximum force = 0.0741 hartree/bohr
Total energy = -102877.2416 eV

Mulliken atomic charge list, values in e, 2 entries:
1. Cl -0.23
2. C 0.13

# 3
Density functional theory data (ωB97M-V/def2-TZVPD) for C40H43FN4O3PRuSi as an isolated structure.

Geometry (Å):
Ru  0.145  0.223  0.409
F  5.007  -3.654  2.689
C  5.120  -2.951  1.540
C  3.994  -2.348  1.051
C  4.020  -1.645  -0.154
C  2.783  -1.060  -0.666
O  1.692  -1.320  -0.108
C  2.963  -0.265  -1.846
C  4.175  -0.198  -2.464
N  5.287  -0.825  -2.025
C  6.482  -0.805  -2.822
C  6.876  0.418  -3.591
C  7.670  0.012  -2.386
C  5.241  -1.545  -0.853
C  6.380  -2.161  -0.322
C  6.355  -2.879  0.870
N  7.529  -3.434  1.379
C  7.617  -3.893  2.754
C  9.100  -4.073  3.118
N  9.906  -3.132  2.304
C  9.890  -3.542  0.869
C  8.491  -4.099  0.533
C  1.832  0.565  -2.459
O  1.930  0.907  -3.620
O  0.885  0.852  -1.666
H  3.067  -2.402  1.599
H  4.254  0.365  -3.383
H  6.670  -1.769  -3.287
H  6.277  1.312  -3.514
H  7.304  0.268  -4.571
H  7.566  0.619  -1.498
H  8.659  -0.400  -2.525
H  7.315  -2.056  -0.844
H  7.092  -4.842  2.926
H  7.166  -3.137  3.400
H  9.448  -5.083  2.900
H  9.247  -3.875  4.179
H  10.871  -3.075  2.646
H  9.484  -2.199  2.395
H  10.654  -4.305  0.713
H  10.126  -2.671  0.257
H  8.471  -5.183  0.712
H  8.264  -3.943  -0.520
N  -2.131  -0.703  1.140
C  -3.164  0.250  0.909
C  -4.181  0.468  1.833
C  -5.227  1.321  1.516
C  -5.274  1.958  0.285
C  -4.219  1.819  -0.599
C  -3.153  0.987  -0.281
P  -1.605  0.972  -1.264
C  -1.223  2.740  -1.371
C  -1.589  3.555  -2.437
C  -1.216  4.890  -2.427
C  -0.485  5.406  -1.368
C  -0.123  4.596  -0.302
C  -0.493  3.267  -0.304
C  -2.074  0.389  -2.899
C  -3.192  -0.438  -3.028
C  -3.537  -0.932  -4.271
C  -2.763  -0.620  -5.379
C  -1.639  0.183  -5.246
C  -1.280  0.680  -4.008
H  -2.187  -1.498  0.496
H  -2.127  -1.040  2.101
H  -4.163  -0.036  2.788
H  -6.018  1.473  2.233
H  -6.117  2.576  0.021
H  -4.219  2.343  -1.543
H  -2.144  3.149  -3.273
H  -1.497  5.528  -3.251
H  -0.196  6.447  -1.371
H  0.440  5.004  0.524
H  -0.205  2.595  0.535
H  -3.797  -0.671  -2.161
H  -4.407  -1.562  -4.374
H  -3.030  -1.019  -6.346
H  -1.032  0.413  -6.109
H  -0.385  1.278  -3.896
C  0.931  -0.962  6.272
Si  0.743  -1.705  4.528
C  2.186  -2.924  4.249
C  -0.925  -2.615  4.294
C  0.730  -0.371  3.222
C  0.593  0.489  2.353
H  0.986  -1.769  6.998
H  0.092  -0.329  6.542
H  1.839  -0.373  6.364
H  2.184  -3.677  5.032
H  3.149  -2.424  4.287
H  2.110  -3.450  3.303
H  -1.018  -3.446  4.989
H  -1.015  -3.021  3.289
H  -1.764  -1.948  4.474

Atoms 1-2, force components in eV/Å:
Ru 0.6 -0.7 -1.0
F 0.1 0.0 -0.1

## Properties
Spin multiplicity = 6
E_HOMO (alpha / beta) = -12.07 / -12.79 eV
Frontier orbital gap (alpha / beta) = 7.227 / 6.500 eV
ΔE to the lowest compared entry with this formula, charge and spin = 13.2 kcal/mol
Maximum force = 0.0303 hartree/bohr
Charge = +2
Total energy = -76730.2251 eV

Mulliken atomic charge list, values in e, 2 entries:
1. Ru 0.19
2. F -0.35

# 4
Density functional theory data (ωB97M-V/def2-TZVPD) for C40H43HoN10O as an isolated structure.

Geometry (Å):
Ho  0.862  -0.366  -1.299
C  4.244  0.221  -1.454
N  3.343  -0.527  -0.549
C  3.814  -1.931  -0.502
C  3.425  0.073  0.799
C  2.380  -0.464  1.767
N  0.985  -0.221  1.321
C  0.551  1.126  1.760
C  0.099  -1.212  1.972
H  5.258  0.267  -1.046
H  3.885  1.241  -1.599
H  4.287  -0.279  -2.420
H  4.810  -1.983  -0.049
H  3.869  -2.334  -1.511
H  3.127  -2.553  0.068
H  3.310  1.156  0.701
H  4.414  -0.115  1.232
H  2.543  0.005  2.742
H  2.515  -1.537  1.900
H  0.497  1.177  2.852
H  -0.440  1.353  1.359
H  1.253  1.888  1.420
H  0.180  -1.149  3.061
H  0.366  -2.220  1.659
H  -0.939  -1.017  1.698
C  -5.014  1.007  -0.766
N  -3.762  0.405  -1.232
C  -2.534  0.907  -1.223
N  -1.663  -0.025  -1.604
C  -2.466  -1.111  -1.870
N  -3.729  -0.873  -1.652
C  -4.998  1.203  0.736
C  -5.879  0.521  1.564
C  -5.808  0.675  2.944
C  -4.835  1.475  3.516
C  -3.947  2.161  2.689
C  -4.059  2.049  1.308
C  -2.855  2.945  3.242
N  -2.513  3.106  4.478
N  -1.367  3.853  4.484
C  -1.069  4.105  3.251
O  -1.973  3.552  2.402
C  0.076  4.830  2.725
C  0.997  5.416  3.593
C  2.091  6.084  3.072
C  2.291  6.149  1.698
C  1.379  5.564  0.831
C  1.598  5.597  -0.670
N  1.265  4.303  -1.261
C  1.854  3.136  -1.031
N  1.174  2.164  -1.634
C  0.157  2.845  -2.256
N  0.182  4.131  -2.034
C  0.262  4.920  1.348
H  -5.801  0.317  -1.057
H  -5.167  1.954  -1.284
H  -2.291  1.925  -0.966
H  -2.101  -2.058  -2.229
H  -6.631  -0.131  1.134
H  -6.509  0.147  3.576
H  -4.749  1.583  4.589
H  -3.406  2.651  0.690
H  0.834  5.343  4.660
H  2.802  6.551  3.739
H  3.158  6.669  1.306
H  2.636  5.833  -0.899
H  0.960  6.332  -1.156
H  2.749  3.034  -0.438
H  -0.586  2.375  -2.880
H  -0.481  4.494  0.684
C  -2.115  -7.179  -0.686
C  -1.416  -6.831  -1.833
C  -0.801  -5.595  -1.934
C  -0.855  -4.683  -0.876
C  -1.595  -5.038  0.259
C  -2.211  -6.273  0.359
C  -0.278  -3.327  -0.887
C  0.680  -2.688  -1.604
C  1.603  -3.304  -2.587
C  2.252  -4.528  -2.410
C  3.127  -5.010  -3.371
C  3.385  -4.280  -4.525
C  2.779  -3.046  -4.704
C  1.911  -2.565  -3.736
H  -2.592  -8.147  -0.615
H  -1.350  -7.523  -2.662
H  -0.307  -5.324  -2.854
H  -1.685  -4.333  1.079
H  -2.775  -6.524  1.248
H  -0.818  -2.713  -0.158
H  2.084  -5.099  -1.505
H  3.604  -5.969  -3.220
H  4.066  -4.662  -5.274
H  2.979  -2.468  -5.597
H  1.415  -1.602  -3.904

Atoms 1-2, force components in eV/Å:
Ho 0.0 -0.5 1.2
C 0.0 0.0 0.0

## Properties
Spin multiplicity = 5
E_HOMO (alpha / beta) = -12.45 / -12.45 eV
Frontier orbital gap (alpha / beta) = 6.951 / 7.102 eV
ΔE to the lowest compared entry with this formula, charge and spin = 24.8 kcal/mol
Maximum force = 0.0249 hartree/bohr
Charge = +2
Total energy = -84912.0118 eV

Mulliken atomic charge list, values in e, 2 entries:
1. Ho 1.10
2. C -1.02